C36H28N2O4PPtS2 | ωB97M-V/def2-TZVPD

Its charge is +1. For the molar mass, the calculation gives 842.82 g mol⁻¹. Its relative energy (zero: lowest compared OMol25 entry of this formula, charge and spin) is 108.5 kJ/mol. The orbital gap (spin up / spin down) comes out at 0.2881 / 0.2603 hartree. For the energy, the calculation gives -3055.8791 Eh. As for the max |F|: 0.6 eV/Å. As for the spin multiplicity: 3.

Last column: Mulliken charge in e.
Geometry (Å):
Pt: 0.71612 -0.19233 -0.53324  2.04
O: 4.54702 0.35667 1.04417  -0.72
S: 3.17419 0.69809 0.85332  1.40
O: 2.22869 0.31742 1.87456  -0.50
O: 2.70050 0.19733 -0.53577  -0.90
C: 3.01985 2.44445 0.65298  0.49
C: 4.07527 3.23288 1.07963  -0.62
C: 3.97731 4.61453 0.99165  -0.65
C: 2.83372 5.19531 0.47169  -0.90
C: 1.78674 4.39894 0.03027  -0.21
C: 1.85577 3.01262 0.11401  -0.08
P: 0.44079 2.07324 -0.57244  0.07
C: 0.27941 2.68183 -2.27047  0.83
C: -0.45448 3.83115 -2.56295  -0.16
C: -0.50962 4.30915 -3.86247  -0.88
C: 0.16810 3.64435 -4.87657  -0.54
C: 0.89682 2.49883 -4.59000  -0.76
C: 0.94987 2.01459 -3.29171  -0.58
C: -1.01187 2.64071 0.33096  0.42
C: -2.27363 2.41673 -0.22645  -0.62
C: -3.41244 2.76003 0.48276  -0.82
C: -3.30041 3.32193 1.75017  -0.56
C: -2.05014 3.54198 2.30724  -0.81
C: -0.90406 3.20330 1.59977  -0.43
H: 4.96224 2.75473 1.47109  0.58
H: 4.79818 5.23490 1.32559  0.42
H: 2.75516 6.27156 0.39619  0.44
H: 0.90771 4.87229 -0.38980  0.38
H: -1.00104 4.34803 -1.78320  0.37
H: -1.08319 5.19932 -4.08353  0.44
H: 0.12398 4.01795 -5.89097  0.41
H: 1.42371 1.97822 -5.37836  0.44
H: 1.52547 1.12216 -3.07123  0.29
H: -2.36263 1.97825 -1.21210  0.61
H: -4.38840 2.59397 0.04602  0.48
H: -4.19148 3.59576 2.29964  0.44
H: -1.96252 3.97980 3.29256  0.47
H: 0.06980 3.37036 2.04356  0.48
O: -1.34267 -0.40708 -0.55780  -0.48
S: -2.38723 -1.21658 0.22008  0.03
C: -1.78753 -1.41781 1.89068  0.24
C: -2.10798 -2.55114 2.63119  -0.39
C: -1.65422 -2.64096 3.93700  -0.65
C: -0.89171 -1.61553 4.48618  -0.74
C: -0.59680 -0.48661 3.73987  -0.80
C: -1.06232 -0.37049 2.43689  0.35
C: -2.28358 -2.84525 -0.43255  -0.23
C: -0.99954 -3.20899 -1.11192  0.65
C: -1.11689 -4.50698 -1.85210  -1.05
C: -2.20564 -5.30610 -1.75657  -0.53
C: -3.34212 -4.92029 -1.00206  -0.92
C: -3.37609 -3.64879 -0.39116  0.06
H: -2.68356 -3.35877 2.19844  0.41
H: -1.88749 -3.51911 4.52399  0.44
H: -0.52590 -1.70157 5.50044  0.41
H: 0.01024 0.30449 4.15805  0.45
H: -0.84233 0.51145 1.85650  0.33
H: -0.74478 -2.41511 -1.82333  0.34
H: -0.27989 -4.79585 -2.47648  0.49
H: -2.22717 -6.24554 -2.29282  0.45
H: -4.20298 -5.56920 -0.93824  0.45
H: -4.28686 -3.31230 0.09211  0.53
N: 2.80501 -7.33641 0.35424  -0.44
C: 2.44614 -6.26593 0.15012  -0.31
C: 1.98760 -4.92165 -0.11178  0.53
C: 2.85904 -3.97864 -0.69887  -1.13
C: 2.41374 -2.64748 -0.87807  0.18
N: 1.21528 -2.24131 -0.58333  0.05
C: 0.21783 -3.18754 -0.09231  2.02
C: 0.71985 -4.55277 0.20052  -1.54
H: 3.87090 -4.24428 -0.96464  0.51
H: 3.10291 -1.89505 -1.24210  0.66
H: -0.15565 -2.76473 0.84367  -0.62
H: 0.03191 -5.25121 0.65963  0.50



C28H38BBrF4N3O12S | ωB97M-V/def2-TZVPD

Its charge is -1. For the molar mass, the calculation gives 807.40 g mol⁻¹. The orbital gap comes out at 0.0783 hartree. For the energy, the calculation gives -5553.1433 Eh. As for the max |F|: 3.2 eV/Å.

Last column: Mulliken charge in e.
Geometry (Å):
C: -0.31603 -4.82438 5.26052  -1.12
C: -0.43088 -4.75788 3.70931  -0.30
O: -0.70086 -3.39278 3.39737  -0.32
C: -0.46723 -3.20232 2.00003  -0.60
C: -0.48995 -1.67191 1.68006  -0.72
O: 0.71664 -1.40632 1.01303  0.07
N: 1.03203 -0.06221 0.68020  1.45
C: 1.28885 0.62313 1.99034  -1.06
C: 0.11878 1.42836 2.55218  -1.28
O: 0.03257 2.71393 1.95292  -0.02
C: -1.19372 3.30620 2.09756  0.44
O: -1.56585 4.05842 1.23866  -0.52
C: -2.11116 3.07500 3.30044  -0.41
C: -3.34331 2.21676 2.80519  -1.08
C: -0.06755 0.48202 -0.12779  -1.68
C: 0.23397 1.67163 -1.06106  -0.11
N: -0.34079 1.29397 -2.42634  -0.63
C: -1.56515 1.37048 -2.44646  0.50
O: -2.74353 1.36125 -2.43919  -0.54
C: 1.71400 2.08795 -1.29013  0.03
B: 1.63063 2.65629 -2.83669  0.75
O: 2.16482 1.90796 -3.89624  -0.66
C: 1.02568 4.06835 -3.26258  -0.48
C: -0.48092 4.34486 -2.93679  -1.04
C: 2.16586 3.32271 -0.48560  0.22
F: 3.13541 4.01344 -1.12003  -0.28
F: 1.16196 4.19159 -0.27026  -0.22
F: 2.67293 3.05257 0.72785  -0.26
C: 2.63215 0.83270 -1.15729  -0.44
S: 4.51582 1.22870 -1.29424  1.44
O: 4.71516 2.13668 -2.39029  -0.69
O: 5.22832 0.01429 -1.62132  -0.72
F: 5.17310 1.94221 0.01193  -0.24
C: 2.29396 -0.26782 -0.16118  -0.86
Br: 3.90480 -0.71199 1.17796  -0.21
C: 2.33707 -1.63833 -0.90547  -1.87
C: 1.26611 -1.93992 -1.97670  -0.19
C: 0.21353 -2.99023 -1.54599  -0.15
O: 0.61235 -4.08429 -1.24686  -0.55
N: -1.18338 -2.57391 -1.48473  0.33
C: -2.06692 -3.41069 -2.27838  -0.19
C: -2.12465 -4.80298 -2.23341  -0.04
C: -3.06088 -5.45485 -3.03302  -0.74
C: -3.94411 -4.77232 -3.85657  -0.35
C: -3.88505 -3.37811 -3.91553  -0.63
C: -2.94794 -2.73433 -3.12094  -0.06
H: 0.34720 -3.99167 5.53910  0.29
H: -1.32173 -4.62752 5.65775  0.28
H: 0.08942 -5.80129 5.55018  0.37
H: 0.54425 -5.08240 3.30060  0.33
H: -1.20051 -5.44549 3.31516  0.32
H: 0.53793 -3.58900 1.75633  0.38
H: -1.26884 -3.75042 1.47233  0.26
H: -0.65602 -1.20174 2.66535  0.44
H: -1.43318 -1.51972 1.11973  0.44
H: 1.54339 -0.11480 2.76326  0.70
H: 2.13734 1.32223 1.99769  0.89
H: 0.28333 1.56500 3.63874  0.41
H: -0.85838 0.92481 2.44269  0.52
H: -2.51424 3.99596 3.72644  0.67
H: -1.63686 2.46192 4.08250  0.14
H: -3.43361 1.26781 3.36291  0.30
H: -3.26441 1.94851 1.73889  0.26
H: -4.29864 2.74451 2.93247  0.30
H: -0.99328 0.72645 0.42686  0.67
H: -0.43624 -0.35357 -0.75007  0.76
H: -0.38690 2.52435 -0.73729  0.59
H: 1.45604 1.45904 -4.37192  0.34
H: 1.58508 4.92263 -2.83631  0.30
H: 1.12480 4.21321 -4.35447  0.45
H: -0.75026 4.31027 -1.87329  0.18
H: -0.69937 5.37654 -3.26907  0.43
H: -1.10154 3.70012 -3.58130  0.27
H: 2.51414 0.33887 -2.13940  0.99
H: 2.51918 -2.48954 -0.23599  0.78
H: 3.29418 -1.57366 -1.45772  0.64
H: 0.73863 -1.06014 -2.38750  0.00
H: 1.76145 -2.39920 -2.85198  0.65
H: -1.46035 -2.73452 -0.51508  0.00
H: -1.45804 -5.35971 -1.57196  0.43
H: -3.15416 -6.54347 -3.01165  0.33
H: -4.69978 -5.27425 -4.46300  0.37
H: -4.55291 -2.76184 -4.51928  0.39
H: -2.91104 -1.63968 -3.13761  0.31
C: 1.76858 5.52266 2.98902  0.81
O: 1.78664 4.65651 3.90432  -0.71
O: 0.77755 6.29822 2.75272  -0.66
O: 2.72459 5.71010 2.15535  -0.62



C22H50N3OP2STi | ωB97M-V/def2-TZVPD

Its charge is +1. For the molar mass, the calculation gives 514.54 g mol⁻¹. Its relative energy (zero: lowest compared OMol25 entry of this formula, charge and spin) is 52.6 kJ/mol. The orbital gap (spin up / spin down) comes out at 0.2347 / 0.2846 hartree. For the energy, the calculation gives -3037.8722 Eh. As for the max |F|: 4.0 eV/Å. As for the spin multiplicity: 3.

Last column: Mulliken charge in e.
Geometry (Å):
Ti: 0.45242 0.42442 -0.51501  -1.59
P: -0.07057 -1.47369 -2.02919  1.64
P: 0.04320 2.86535 -0.07780  1.03
N: 2.01200 0.96328 -1.67911  0.39
C: 1.50258 -1.22222 -2.91239  -1.02
H: 2.15140 -2.04589 -2.58317  0.36
H: 1.25120 -1.45162 -3.97077  0.44
C: 2.32084 0.10320 -2.74409  -1.03
H: 3.43070 -0.21062 -2.69532  0.19
H: 2.17102 0.59774 -3.73140  0.36
C: 2.09143 2.33120 -1.97676  -0.93
H: 1.41207 2.63275 -2.79293  0.35
H: 3.11582 2.61722 -2.36278  0.41
C: 1.76328 3.24364 -0.76481  -1.21
H: 1.86634 4.34896 -0.93413  0.47
H: 2.48031 2.89329 -0.00041  0.42
C: 0.23086 3.60272 1.61819  0.65
C: 0.71074 2.53259 2.60071  -1.78
H: 1.62808 2.02556 2.28132  0.31
H: -0.04749 1.75287 2.75174  0.22
H: 0.91006 2.99014 3.58078  0.61
C: -0.99518 4.03710 -1.04358  1.01
C: -2.49474 3.88058 -0.73748  -1.61
H: -3.06324 4.29295 -1.58540  0.45
H: -2.77540 4.44432 0.16313  0.42
H: -2.79530 2.83217 -0.59883  0.19
C: -1.40070 -1.74117 -3.29286  0.97
C: -2.72815 -2.25749 -2.70710  -1.69
H: -3.51089 -2.15353 -3.47651  0.52
H: -3.04804 -1.68936 -1.82250  0.24
H: -2.66978 -3.32464 -2.44657  0.31
C: 0.12815 -3.09632 -1.11131  0.56
C: -1.02755 -3.38461 -0.14580  -1.34
H: -0.70851 -4.09833 0.63082  0.25
H: -1.88796 -3.83514 -0.65697  0.35
H: -1.40157 -2.49322 0.37410  0.19
C: -1.70568 0.35828 -0.17476  0.19
C: -0.49403 5.49969 -0.92062  -1.72
H: 0.35569 5.62122 -0.22787  0.45
H: -0.17139 5.84889 -1.91532  0.26
H: -1.31472 6.15101 -0.58080  0.44
C: -0.95257 -2.58888 -4.50892  -1.64
H: -1.82540 -3.12549 -4.91631  0.39
H: -0.55538 -1.92847 -5.29528  0.40
H: -0.18351 -3.33473 -4.25275  0.33
C: 0.41401 -4.30873 -2.00681  -1.76
H: 0.66188 -5.16989 -1.36254  0.45
H: -0.46010 -4.58515 -2.61846  0.31
H: 1.27732 -4.12841 -2.66185  0.36
C: -1.00669 4.30965 2.17206  -1.64
H: -1.89529 3.66944 2.13799  0.30
H: -0.83164 4.57291 3.22489  0.49
H: -1.23434 5.24124 1.64572  0.32
H: 1.03584 4.34662 1.49613  0.56
H: 1.02794 -2.90142 -0.49627  0.37
H: -0.83082 3.70079 -2.08221  0.62
H: -1.57029 -0.70904 -3.63903  0.25
O: -2.83556 0.21068 0.17104  -0.51
H: -0.88852 1.20941 -2.86278  -0.56
H: -1.60724 1.27042 -2.88037  0.51
C: 0.33976 -0.41839 4.97036  -1.06
C: -0.54406 -1.19481 4.03600  -0.77
N: -0.11421 -1.12566 2.60257  0.33
C: 1.16139 -1.27223 2.22352  0.68
S: 1.88294 -0.51494 0.81097  -0.58
N: 2.04173 -1.97986 2.96093  -0.09
C: 1.70551 -3.23078 3.70704  -0.58
C: 0.75734 -4.17162 3.01762  -0.99
H: 1.39117 -0.70431 4.87967  0.30
H: 0.00189 -0.61888 5.98726  0.40
H: 0.23850 0.65347 4.79060  0.30
H: -0.58416 -2.25780 4.28527  0.38
H: -1.57810 -0.82860 4.05663  0.49
H: -0.71694 -0.61012 1.94841  -0.18
H: 2.97161 -1.96400 2.54541  0.37
H: 2.67528 -3.71810 3.86092  0.51
H: 1.33988 -2.90356 4.68193  0.20
H: 1.13339 -4.47452 2.03535  0.26
H: 0.69000 -5.06958 3.63551  0.44
H: -0.24992 -3.75997 2.91334  0.30